Entry 1:
Molecular formula: C57H89BNO16
Method: DFT, the ωB97M-V functional and the def2-TZVPD basis

Properties
Charge   +1
E   -95477.2571 eV
HOMO level   -11.24 eV

Geometry as XYZ:
```
164
Properties=species:S:1:pos:R:3:forces:R:3
C 0.7474 5.9349 -3.6350 -0.093 -0.369 0.374
C 0.1706 5.0275 -2.5084 0.545 0.135 -1.737
C 0.9355 3.6800 -2.5877 -0.601 -0.209 1.254
C 0.1978 2.5416 -3.3233 0.560 -0.161 -0.805
C -0.3254 2.9007 -4.7400 0.237 0.067 0.384
C 0.8047 2.8823 -5.8140 -1.162 0.173 -0.055
C 0.7125 1.6937 -6.8068 1.122 -0.118 0.094
C 2.0259 0.8445 -6.7984 -0.828 -0.265 0.620
C 1.8302 -0.2881 -5.7460 0.425 0.022 -0.337
C 1.3284 -1.6258 -6.3418 -0.124 0.729 -0.033
C -0.1931 -1.7360 -6.5791 -0.477 -0.540 0.296
C -1.0828 -1.5277 -5.3240 0.711 -0.568 -0.260
C -0.6423 -2.5488 -4.2220 -0.791 1.301 0.217
C -0.1235 -1.7528 -2.9920 0.519 -1.036 0.481
C 1.0965 -2.4358 -2.2629 -0.752 -0.024 -0.087
C 0.8938 -2.2643 -0.7753 0.956 -0.077 -1.262
N -0.0444 -3.0566 -0.2458 -0.327 -0.167 0.486
C -0.3857 -3.0258 1.0528 -0.324 -0.278 0.090
C 0.2296 -2.1510 1.8983 0.232 0.024 0.431
B -0.2326 -2.1154 3.4282 0.423 0.416 0.118
O -0.4327 -0.8735 3.9926 -0.671 -0.608 -0.113
O -0.4437 -3.2740 4.1323 -0.397 0.079 -0.715
C -1.8711 -3.4614 4.3048 0.098 0.110 0.879
C 1.2243 -1.3075 1.3662 -0.482 -0.079 0.143
C 1.5781 -1.3433 0.0189 0.079 0.109 0.188
C 2.6174 -0.4187 -0.5971 0.191 0.525 0.296
C 3.8244 -0.1093 0.2756 0.252 -0.048 0.289
C 3.7576 0.6104 1.4742 -1.331 0.083 0.038
C 4.8496 0.8906 2.2476 0.773 0.495 0.771
C 6.1214 0.4816 1.8415 -0.448 0.294 0.498
C 6.2216 -0.2063 0.6610 0.098 -0.359 -0.364
C 5.0883 -0.5106 -0.1193 0.962 -0.536 -0.649
C 5.3661 -1.2657 -1.4152 0.462 0.105 0.265
H 1.8216 6.0756 -3.4509 -0.274 0.406 -0.075
H 0.2013 6.8787 -3.7437 0.333 -0.032 0.150
H 0.6800 5.4115 -4.5989 -0.021 0.127 0.229
H 0.2349 5.5095 -1.5274 0.076 -0.154 -0.181
H -0.8809 4.8649 -2.7446 0.124 -0.002 0.321
H 1.0796 3.3388 -1.5453 0.107 -0.071 -0.312
H 1.9493 3.8217 -2.9907 -0.290 0.064 -0.066
H 0.9448 1.7340 -3.4763 -0.246 0.105 0.152
H -0.5998 2.0997 -2.7236 0.086 0.389 0.049
H -0.7733 3.9019 -4.7214 -0.099 -0.293 0.111
H -1.1420 2.2015 -4.9763 0.252 0.163 -0.220
H 0.6955 3.8005 -6.4086 0.372 -0.138 0.193
H 1.7588 2.9227 -5.2703 -0.051 -0.053 -0.382
H 0.5214 2.0492 -7.8292 -0.142 -0.103 0.524
H -0.0823 1.0161 -6.4696 -0.068 0.278 -0.380
H 2.2145 0.4282 -7.7976 0.128 0.036 0.279
H 2.8825 1.4543 -6.4867 -0.192 0.005 -0.379
H 2.7642 -0.4984 -5.1990 -0.113 0.109 -0.227
H 1.1283 0.1171 -5.0026 0.168 -0.294 -0.007
H 1.8048 -1.7552 -7.3240 0.048 -0.103 0.286
H 1.7081 -2.4308 -5.6953 -0.348 -0.021 -0.220
H -0.3753 -2.7755 -6.9034 -0.029 0.300 -0.111
H -0.5535 -1.0943 -7.3931 0.331 0.002 0.149
H -0.9792 -0.4982 -4.9538 -0.032 -0.238 -0.028
H -2.1468 -1.6568 -5.5580 0.293 -0.043 -0.171
H 0.0687 -3.2853 -4.6070 0.027 0.269 0.071
H -1.5395 -3.0992 -3.9009 0.335 -0.068 -0.062
H -0.9450 -1.7394 -2.2599 0.126 0.431 -0.250
H 0.1698 -0.7230 -3.2143 -0.252 -0.171 -0.082
H 2.0458 -2.0248 -2.6050 -0.208 -0.039 0.072
H 1.1097 -3.5048 -2.5276 -0.034 0.190 0.284
H -0.5416 -3.7049 -0.8495 0.193 0.117 -0.081
H -1.1764 -3.6922 1.3881 0.222 -0.043 -0.258
H -0.9579 -0.3104 3.4083 0.494 0.342 0.085
H -2.2344 -2.6980 5.0066 -0.172 -0.053 -0.430
H -2.0685 -4.4258 4.7827 0.333 0.075 -0.310
H -2.3851 -3.4208 3.3359 -0.109 0.020 0.316
H 1.6747 -0.6109 2.0662 0.143 -0.091 -0.310
H 2.1399 0.5408 -0.8589 -0.112 -0.286 0.070
H 2.9951 -0.8231 -1.5367 -0.236 0.057 0.217
H 2.7892 0.9632 1.8360 0.228 0.109 -0.213
H 4.7663 1.4694 3.1771 -0.167 -0.303 -0.447
H 6.9657 0.7302 2.4809 0.003 -0.146 -0.303
H 7.1964 -0.5475 0.3118 -0.215 0.088 0.037
H 5.3797 -0.5807 -2.2758 -0.342 -0.268 0.104
H 6.3855 -1.6691 -1.3629 -0.290 -0.014 -0.028
H 4.6985 -2.1200 -1.5782 0.027 0.270 -0.117
O -2.1247 3.6308 -1.3784 0.117 -0.529 0.283
C -2.4799 2.6542 -0.7887 -0.578 0.507 -0.191
O -1.7309 1.5103 -0.7145 0.152 0.007 0.061
C -2.4737 0.4921 -0.0311 -0.104 -0.037 0.084
C -3.5091 1.2343 0.7977 -0.198 -0.131 0.097
C -3.7942 2.4590 -0.0622 0.364 -0.357 0.398
H -2.9323 -0.1644 -0.7768 -0.009 0.015 -0.001
H -1.7919 -0.0982 0.5859 0.159 0.040 -0.138
H -4.3897 0.6382 1.0205 0.017 0.016 -0.019
H -3.0676 1.5486 1.7468 -0.005 -0.005 -0.008
H -4.5795 2.2707 -0.7952 -0.036 0.131 0.020
H -4.0393 3.3298 0.5379 -0.145 0.109 -0.258
O 8.3818 -5.1515 2.1525 -0.224 -0.178 -0.128
C 7.3781 -4.5608 2.4112 0.506 0.230 0.016
O 6.1856 -4.8126 1.8025 -0.003 -0.023 0.052
C 5.2047 -3.8675 2.2498 -0.239 0.146 0.065
C 5.7137 -3.3554 3.5870 0.028 0.204 0.181
C 7.2246 -3.4179 3.3964 -0.548 -0.154 0.185
H 5.1226 -3.0679 1.5074 0.036 0.016 0.009
H 4.2389 -4.3628 2.3458 0.081 -0.155 -0.159
H 5.3394 -2.3636 3.8389 -0.010 0.001 -0.095
H 5.4154 -4.0394 4.3840 -0.012 0.002 -0.033
H 7.6173 -2.5064 2.9427 0.093 -0.035 0.024
H 7.7453 -3.6341 4.3250 0.253 0.059 -0.151
O 6.6863 2.6837 5.5040 -0.234 -0.224 -0.159
C 5.6798 3.2729 5.7659 0.533 0.213 -0.006
O 4.4949 3.0218 5.1475 -0.023 -0.030 0.072
C 3.5022 3.9621 5.5973 -0.210 0.137 0.076
C 4.0058 4.4609 6.9421 0.033 0.147 0.153
C 5.5188 4.4032 6.7596 -0.560 -0.146 0.186
H 3.4238 4.7635 4.8594 0.036 -0.014 -0.001
H 2.5395 3.4611 5.6774 0.082 -0.133 -0.144
H 3.6287 5.4481 7.2024 -0.025 -0.013 -0.076
H 3.7052 3.7682 7.7303 -0.022 0.012 -0.028
H 5.9127 5.3194 6.3175 0.111 -0.046 0.023
H 6.0347 4.1783 7.6888 0.252 0.064 -0.147
O 1.3532 3.1158 -9.6223 0.156 -0.103 0.130
C 2.5250 3.2845 -9.7978 -0.316 0.318 -0.223
O 3.4530 3.1215 -8.8222 -0.075 -0.057 -0.057
C 4.7501 3.5033 -9.3124 0.256 0.033 -0.049
C 4.6538 3.3910 -10.8250 0.045 0.060 -0.208
C 3.1919 3.7419 -11.0786 0.487 -0.335 0.043
H 4.9582 4.5239 -8.9834 -0.039 -0.003 -0.004
H 5.5039 2.8391 -8.8946 -0.145 -0.030 0.155
H 5.3605 4.0315 -11.3496 0.007 0.020 0.078
H 4.8422 2.3609 -11.1329 0.020 0.019 0.026
H 3.0421 4.8169 -11.1889 -0.114 -0.026 -0.031
H 2.7871 3.2128 -11.9368 -0.240 0.179 0.027
O -6.8797 2.8579 1.4290 0.348 -0.168 0.000
C -7.2239 1.8776 2.0223 -0.462 0.317 -0.201
O -6.4669 0.7509 2.0872 0.036 0.134 -0.012
C -7.1882 -0.2864 2.7736 -0.156 -0.308 0.205
C -8.2243 0.4397 3.6127 -0.172 0.054 0.148
C -8.5325 1.6650 2.7576 0.286 -0.333 0.426
H -7.6418 -0.9462 2.0308 0.040 0.012 -0.012
H -6.4943 -0.8667 3.3780 0.113 0.025 -0.153
H -9.0967 -0.1703 3.8406 0.040 -0.044 -0.061
H -7.7828 0.7571 4.5586 -0.021 0.000 -0.017
H -9.3204 1.4691 2.0285 0.014 0.122 -0.037
H -8.7828 2.5324 3.3620 -0.068 0.124 -0.238
O -6.5275 -3.6549 3.3212 0.149 0.169 0.036
C -6.0653 -4.6454 3.8051 -0.389 0.152 -0.310
O -4.7866 -5.0344 3.5577 0.057 -0.126 0.208
C -4.5424 -6.3106 4.1845 0.059 -0.212 0.104
C -5.5819 -6.4191 5.2892 -0.125 -0.092 0.111
C -6.7586 -5.6459 4.7019 0.494 -0.128 0.326
H -4.6527 -7.0928 3.4308 -0.019 0.028 -0.006
H -3.5256 -6.3359 4.5715 0.037 0.120 -0.149
H -5.8175 -7.4469 5.5575 0.050 -0.004 -0.060
H -5.2222 -5.9120 6.1867 0.021 -0.033 -0.016
H -7.4022 -6.2801 4.0908 -0.078 0.093 -0.001
H -7.3409 -5.1425 5.4686 -0.205 0.052 -0.216
O -8.0415 1.1740 7.1056 0.371 0.170 -0.232
C -7.1728 0.4080 7.4012 -0.669 -0.162 0.103
O -5.9189 0.4469 6.8799 -0.062 0.046 -0.004
C -5.1589 -0.6744 7.3588 0.168 -0.139 0.098
C -5.8489 -1.1078 8.6431 -0.070 -0.168 0.133
C -7.3057 -0.7603 8.3559 0.641 0.002 0.255
H -5.1747 -1.4563 6.5939 -0.042 0.013 -0.005
H -4.1285 -0.3665 7.5257 -0.045 0.150 -0.137
H -5.6836 -2.1559 8.8879 0.040 0.012 -0.064
H -5.4864 -0.5072 9.4789 0.024 -0.015 -0.030
H -7.8276 -1.5732 7.8482 -0.109 0.070 0.016
H -7.8405 -0.4680 9.2551 -0.253 -0.006 -0.174
```
Forces are in eV/Å.

Mulliken atomic charge list, values in e, 99 entries: atom 1 (C): -1.166, atom 2 (C): -0.745, atom 3 (C): -0.701, atom 4 (C): 1.280, atom 5 (C): -1.173, atom 6 (C): -0.913, atom 7 (C): -0.698, atom 8 (C): -0.984, atom 9 (C): 0.972, atom 10 (C): -0.909, atom 11 (C): -1.258, atom 12 (C): 0.096, atom 13 (C): -1.325, atom 14 (C): 1.719, atom 15 (C): -1.867, atom 16 (C): 0.025, atom 17 (N): 0.210, atom 18 (C): -1.106, atom 19 (C): -0.482, atom 20 (B): 0.917, atom 21 (O): -0.520, atom 22 (O): -0.566, atom 23 (C): -0.492, atom 24 (C): -0.076, atom 25 (C): 1.770, atom 26 (C): -0.312, atom 27 (C): 0.407, atom 28 (C): -0.456, atom 29 (C): -1.046, atom 30 (C): -1.080, atom 31 (C): -0.533, atom 32 (C): 1.234, atom 33 (C): -1.814, atom 34 (H): 0.345, atom 35 (H): 0.384, atom 36 (H): 0.114, atom 37 (H): 0.494, atom 38 (H): 0.300, atom 39 (H): 0.098, atom 40 (H): 0.541, atom 41 (H): -0.163, atom 42 (H): -0.543, atom 43 (H): 0.628, atom 44 (H): 0.518, atom 45 (H): 0.380, atom 46 (H): 0.367, atom 47 (H): 0.778, atom 48 (H): 0.170, atom 49 (H): 0.338, atom 50 (H): 0.398, atom 51 (H): 0.360, atom 52 (H): -1.112, atom 53 (H): 0.551, atom 54 (H): 0.366, atom 55 (H): 0.444, atom 56 (H): 0.418, atom 57 (H): -0.265, atom 58 (H): 0.587, atom 59 (H): 0.654, atom 60 (H): 0.266, atom 61 (H): 0.287, atom 62 (H): -1.109, atom 63 (H): 0.241, atom 64 (H): 0.617, atom 65 (H): 0.385, atom 66 (H): 0.548, atom 67 (H): 0.315, atom 68 (H): 0.296, atom 69 (H): 0.097, atom 70 (H): 0.218, atom 71 (H): 0.292, atom 72 (H): -0.012, atom 73 (H): 0.074, atom 74 (H): 0.460, atom 75 (H): 0.530, atom 76 (H): 0.562, atom 77 (H): 0.390, atom 78 (H): 0.364, atom 79 (H): 0.482, atom 80 (H): 0.310, atom 81 (O): -0.473, atom 82 (C): 0.116, atom 83 (O): -0.136, atom 84 (C): 0.258, atom 85 (C): -0.227, atom 86 (C): -0.460, atom 87 (H): 0.200, atom 88 (H): -0.408, atom 89 (H): 0.247, atom 90 (H): 0.180, atom 91 (H): 0.246, atom 92 (H): 0.411, atom 93 (O): -0.554, atom 94 (C): 0.427, atom 95 (O): -0.399, atom 96 (C): 0.248, atom 97 (C): -0.511, atom 98 (C): -0.342, atom 99 (H): -0.231

Entry 2:
Molecular formula: C4H34NO13
Method: DFT, the ωB97M-V functional and the def2-TZVPD basis

Properties
Charge   -1
E   -32805.5654 eV
HOMO level   -5.66 eV
ΔE to the lowest compared entry with this formula, charge and spin   597.4 kJ/mol

Geometry as XYZ:
```
52
Properties=species:S:1:pos:R:3:forces:R:3
C 2.8271 1.3340 1.9065 -2.484 -0.125 2.562
C 1.3356 1.2128 1.3158 1.660 2.866 -0.924
C 0.8524 -0.1999 1.1539 -2.226 0.405 0.357
C -0.7130 -0.0213 0.6714 2.397 1.272 2.936
O -1.3391 0.7703 1.6325 -0.148 1.092 0.873
N 1.4745 1.9718 -0.0191 0.924 -1.675 0.828
H 2.8969 1.2102 3.0907 0.138 -0.747 -2.721
H 3.1795 2.3156 1.8147 -0.192 2.229 0.058
H 3.5397 0.9303 1.2217 0.489 -1.765 0.093
H 0.5077 1.8438 1.8563 1.877 -1.682 -0.189
H 0.9330 -0.5272 2.1874 -0.717 -0.701 0.182
H 1.4137 -0.9254 0.5721 0.417 0.435 -0.607
H -1.3403 -0.8535 0.7231 -0.001 -2.220 -1.259
H -0.6548 0.5705 -0.2029 -0.014 -0.257 -1.540
H 0.6287 2.4881 -0.1469 -0.122 0.819 -0.329
H 2.3432 2.5230 0.0443 -1.249 0.040 -0.373
H -0.8973 4.3938 0.0400 -1.139 -1.304 -0.467
H -2.0774 3.2877 -0.3080 -0.675 0.347 0.842
O -1.1673 3.5595 -0.4207 1.762 1.561 0.009
H -3.2488 -2.1069 1.1459 1.697 0.201 7.159
H -3.1220 -1.2549 -0.2167 0.919 1.452 0.345
O -3.3742 -1.9803 0.3063 -2.794 -1.705 -7.529
H -1.8316 1.5020 -1.2500 -0.916 -0.611 2.065
H -1.6061 2.5098 -2.2042 -0.236 5.456 -0.915
O -1.5120 1.6377 -2.1129 0.927 -5.240 -1.552
H 0.0127 -3.5993 -1.4834 0.457 0.614 -0.971
H 0.7379 -2.8336 -2.6775 1.680 2.278 0.156
O 0.1717 -3.5171 -2.4459 -2.290 -2.838 0.924
H -1.6183 0.1090 -4.9557 0.471 -0.074 -0.313
H -1.6209 0.1032 -3.4830 1.097 0.102 -0.193
O -0.9909 -0.0275 -4.2334 -1.578 -0.035 0.255
H 2.6842 -1.8573 -3.2344 0.266 0.519 -1.573
H 2.2913 -0.5360 -2.2222 0.365 -3.053 -1.807
O 2.5056 -1.5634 -2.3664 -0.750 2.389 3.005
H -2.4080 1.7378 1.0822 -0.264 -0.812 -1.323
H -3.6161 1.1286 0.4216 -2.947 -3.666 0.589
O -3.0961 1.8403 0.2971 2.927 4.275 0.012
H -1.4767 -1.5542 3.1838 -0.327 -1.812 -0.626
H -1.2373 -0.0477 2.7803 -0.109 -1.284 1.189
O -1.2342 -0.7656 3.6113 0.758 1.647 -0.453
H -1.9380 1.4115 3.0514 0.670 -0.152 2.553
H -1.3861 1.1006 4.5756 1.617 -1.695 0.421
O -1.9917 1.5546 4.0553 -2.737 3.158 -2.212
H 0.7621 -3.1838 0.9856 0.028 -0.189 0.220
H 1.0712 -4.4997 0.3554 1.194 -0.886 -1.675
O 0.6910 -4.1394 1.1199 -1.113 1.118 1.496
H 0.9090 1.0076 -2.2465 1.177 0.382 0.919
H 0.5630 0.7704 -3.5112 -0.790 -0.664 -2.050
O 1.3945 0.7625 -3.0577 -0.227 0.829 1.432
H 3.8825 -3.0457 -0.3659 -1.181 -1.495 -0.755
H 2.6951 -2.9264 -1.2079 -1.170 1.333 -1.297
O 3.1942 -3.6209 -0.8295 2.482 -0.133 2.171
```
Forces are in eV/Å.

So, what does the natural (NBO) scheme give us? The charges, in e, come out as: atom 1 (C): -0.638, atom 2 (C): -0.056, atom 3 (C): -0.467, atom 4 (C): -0.069, atom 5 (O): -0.962, atom 6 (N): -0.918, atom 7 (H): 0.217, atom 8 (H): 0.189, atom 9 (H): 0.208, atom 10 (H): 0.238, atom 11 (H): 0.228, atom 12 (H): 0.188, atom 13 (H): 0.169, atom 14 (H): 0.161, atom 15 (H): 0.389, atom 16 (H): 0.352, atom 17 (H): 0.488, atom 18 (H): 0.512, atom 19 (O): -1.003, atom 20 (H): 0.477, atom 21 (H): 0.492, atom 22 (O): -0.965, atom 23 (H): 0.491, atom 24 (H): 0.471, atom 25 (O): -0.968, atom 26 (H): 0.477, atom 27 (H): 0.484, atom 28 (O): -0.967, atom 29 (H): 0.464, atom 30 (H): 0.500, atom 31 (O): -0.959, atom 32 (H): 0.482, atom 33 (H): 0.547, atom 34 (O): -1.038, atom 35 (H): 0.522, atom 36 (H): 0.466, atom 37 (O): -1.046, atom 38 (H): 0.436, atom 39 (H): 0.490, atom 40 (O): -1.055, atom 41 (H): 0.506, atom 42 (H): 0.478, atom 43 (O): -1.008, atom 44 (H): 0.471, atom 45 (H): 0.472, atom 46 (O): -0.941, atom 47 (H): 0.497, atom 48 (H): 0.499, atom 49 (O): -0.984, atom 50 (H): 0.460, atom 51 (H): 0.489, atom 52 (O): -0.967